No. 1
4 unconnected molecules or ions with the total composition C21H41BBrClF3N8O5Si in a non-equilibrium geometry, computed with ωB97M-V with the def2-TZVPD basis set.

Each line ends with the Mulliken charge.
Atoms and positions in Å:
1 Br -1.929 3.529 1.844  -0.14
2 Cl 0.053 0.465 -2.596  -0.34
3 Si 3.516 -2.155 -1.530  -0.03
4 F -3.638 -0.852 0.190  -0.40
5 F -0.835 -0.710 1.240  -0.41
6 F -0.876 -1.976 -0.585  -0.40
7 O -2.120 -0.158 -1.482  -0.66
8 O -2.699 1.323 0.156  -0.53
9 O 0.913 -4.914 1.494  -0.68
10 O 2.126 -0.899 5.019  -0.67
11 O -10.978 2.062 -0.610  -0.67
12 N -2.643 3.826 -1.373  -0.65
13 N 3.259 -1.767 3.264  -0.16
14 N 1.068 -4.252 3.662  -0.36
15 N -5.834 0.316 -1.032  -0.63
16 N 4.222 -0.154 4.580  -0.39
17 N -10.188 1.168 -2.541  -0.36
18 N -8.754 1.682 -0.831  -0.29
19 N -0.070 -2.975 2.137  -0.15
20 C -1.743 2.684 -1.678  -1.55
21 C 3.908 -3.075 -3.149  -1.06
22 C 0.463 2.016 1.421  0.28
23 C -0.353 -0.772 -0.061  -0.34
24 C 3.712 0.721 -2.278  -0.22
25 C 4.456 -3.119 -0.147  -0.50
26 C 4.224 2.083 -2.226  -0.57
27 C -0.635 2.705 0.540  -0.74
28 C -1.490 1.755 -0.392  1.15
29 C 1.337 3.102 2.203  -1.24
30 C -0.890 0.396 -1.007  1.16
31 C -4.536 0.777 -1.654  -0.75
32 C -10.034 1.665 -1.279  0.54
33 C 5.908 1.326 -0.550  -0.52
34 C 4.268 -0.385 -1.470  0.68
35 C 1.641 -2.157 -1.116  -0.21
36 C 3.135 -0.938 4.332  0.60
37 C 5.392 -0.051 -0.603  -0.22
38 C 0.651 -4.099 2.369  0.50
39 C 5.332 2.398 -1.327  -0.44
40 C 1.228 -0.997 -0.119  0.31
41 B -3.313 0.250 -0.679  1.18
42 H -0.291 -2.296 2.842  0.20
43 H 4.093 -4.174 -0.066  0.32
44 H 6.761 1.489 0.149  0.31
45 H 4.994 -3.005 -3.440  0.31
46 H -7.965 1.357 -1.370  0.20
47 H 0.014 1.371 2.210  0.39
48 H 3.733 -4.176 -2.961  0.30
49 H 5.843 -0.850 0.031  0.23
50 H 4.166 0.473 5.364  0.23
51 H -3.075 4.122 -2.251  0.33
52 H -2.184 2.122 -2.538  0.38
53 H 5.697 3.443 -1.266  0.35
54 H -4.414 0.397 -2.707  0.29
55 H -0.398 -2.827 1.197  0.11
56 H -9.429 0.837 -3.106  0.18
57 H 5.526 -3.166 -0.487  0.33
58 H -5.798 0.606 -0.054  0.21
59 H 3.220 -2.771 -3.976  0.30
60 H -3.415 3.514 -0.777  0.28
61 H 2.858 0.537 -2.963  0.19
62 H -11.121 1.138 -2.910  0.20
63 H -0.758 3.126 -2.008  0.54
64 H 1.556 -1.305 0.907  -0.35
65 H 2.047 3.583 1.487  0.32
66 H 1.608 -5.071 3.875  0.21
67 H 3.734 2.866 -2.846  0.36
68 H 4.406 -2.545 0.809  -0.36
69 H -8.598 2.040 0.094  0.18
70 H 0.865 -3.596 4.396  0.21
71 H 0.713 3.814 2.792  0.33
72 H 2.472 -2.360 3.053  -0.03
73 H 5.059 -0.170 4.029  0.15
74 H 1.937 2.517 2.960  0.29
75 H -5.857 -0.704 -1.104  0.23
76 H 1.743 -0.073 -0.470  -0.01
77 H -0.171 3.571 0.005  0.52
78 H 4.076 -1.818 2.686  0.10
79 H 1.100 -2.099 -2.099  0.49
80 H 1.185 1.500 0.742  -0.31
81 H -4.584 1.894 -1.719  0.03
82 H 1.401 -3.155 -0.654  0.33

Output
- HOMO level (Eh) = -0.2012
- total charge = -1
- maximum force (eV/A) = 4.15
- LUMO (eV) = 2.0
- gap between HOMO and LUMO (eV) = 7.457
- relative energy (zero: lowest compared OMol25 entry of this formula, charge and spin) (kJ/mol) = 175.6

=====

No. 2
A gas-phase ion, C6H8N (charge +1) in a non-equilibrium geometry, computed with ωB97M-V with the def2-TZVPD basis set.

Each line ends with the Mulliken charge.
Atoms and positions in Å:
1 N 0.282 1.895 0.722  -0.36
2 C 0.283 -0.571 1.433  -0.31
3 C -0.037 0.758 -1.431  -0.26
4 C -0.258 1.730 -0.510  0.54
5 C 0.698 -1.877 0.674  -1.17
6 C -1.355 1.574 -1.500  -0.57
7 C 0.326 0.680 0.621  0.47
8 H -2.261 1.053 -1.395  0.28
9 H 1.027 -0.474 2.226  0.31
10 H 1.808 -1.720 0.375  0.31
11 H 0.665 0.330 -2.130  0.40
12 H 0.021 -2.343 -0.148  0.31
13 H 0.791 -2.693 1.302  0.43
14 H -1.371 2.434 -2.126  0.27
15 H -0.618 -0.777 1.888  0.35

Output
- HOMO level (Eh) = -0.5743
- total charge = +1
- maximum force (eV/A) = 3.75
- LUMO (eV) = -5.0
- gap between HOMO and LUMO (eV) = 10.625
- relative energy (zero: lowest compared OMol25 entry of this formula, charge and spin) (kJ/mol) = 735.7